No. 1
# C35H40CuN3O4Te

C35H40CuN3O4Te as an isolated structure (ωB97M-V/def2-TZVPD, OMol25).

CARTESIAN COORDINATES (ANGSTROEM)
Cu 0.17782 -0.20206 -0.71561
C -1.33854 -0.04322 -4.31513
C -2.44591 -0.48395 -3.41010
C -3.77115 -0.15961 -3.65872
C -4.76993 -0.55373 -2.78463
C -4.44689 -1.25071 -1.63384
C -3.13544 -1.59795 -1.34882
C -2.78663 -2.25467 -0.04606
C -2.13629 -1.23167 -2.26560
N -0.79157 -1.47532 -1.96318
C -0.27750 -2.65882 -1.93684
C -0.97780 -3.89715 -2.38328
C 1.08378 -2.74604 -1.42361
C 1.95422 -3.90021 -1.79357
N 1.42290 -1.80286 -0.61529
C 2.67453 -1.69679 0.00029
C 3.75652 -1.12913 -0.68294
C 3.58162 -0.67505 -2.09777
C 4.95419 -0.97025 -0.00276
C 5.08102 -1.36052 1.31956
C 3.99852 -1.91090 1.98590
C 2.78587 -2.09143 1.33834
C 1.60393 -2.70154 2.02289
H -1.66241 0.78720 -4.93473
H -1.01727 -0.85338 -4.96918
H -0.48056 0.26540 -3.71775
H -4.01878 0.42351 -4.53313
H -5.79779 -0.29819 -2.98555
H -5.21950 -1.51010 -0.92781
H -3.61799 -2.16091 0.64747
H -1.90663 -1.78334 0.39826
H -2.57453 -3.31564 -0.17162
H -2.00026 -3.66496 -2.67078
H -0.98745 -4.63818 -1.58390
H -0.45921 -4.33635 -3.23492
H 1.55718 -4.82353 -1.37439
H 2.96304 -3.75575 -1.41570
H 1.98451 -4.02261 -2.87396
H 2.78445 0.06896 -2.13807
H 3.29642 -1.50476 -2.74192
H 4.49852 -0.24099 -2.48484
H 5.79960 -0.54240 -0.52007
H 6.02932 -1.24680 1.82413
H 4.09795 -2.21692 3.01668
H 1.79625 -2.83545 3.08292
H 1.37986 -3.67699 1.59238
H 0.72564 -2.06917 1.88990
N 3.42348 1.48877 2.95989
C 3.21718 1.92311 1.58689
C 1.97112 1.21500 1.06335
O 1.67908 1.19622 -0.11643
O 1.26794 0.64419 2.01060
H 4.01443 0.66448 2.99611
H 1.79349 0.79336 2.85512
H 3.84462 2.21003 3.53053
H 4.04600 1.71850 0.90002
H 3.01129 2.99759 1.56347
Te -0.92477 2.81711 1.96108
C -1.23508 4.11498 3.64989
C -0.41095 5.22631 3.76095
C -0.55630 6.08905 4.83278
C -1.52238 5.83772 5.79347
C -2.33095 4.71804 5.69632
C -2.18417 3.85276 4.62469
C -2.00760 4.13139 0.68743
C -1.51713 4.40740 -0.57975
C -2.27036 5.17404 -1.45187
C -3.51595 5.64300 -1.07075
C -4.00765 5.35279 0.19178
C -3.25282 4.60684 1.07819
H 0.34506 5.41375 3.00842
H 0.08274 6.95632 4.91523
H -1.63709 6.51265 6.62734
H -3.07559 4.52006 6.45327
H -2.80502 2.97021 4.54465
H -0.55364 4.02041 -0.88764
H -1.88286 5.39508 -2.43357
H -4.10525 6.23164 -1.75824
H -4.99002 5.69432 0.47973
H -3.64275 4.37436 2.05865
O -3.12370 1.64651 0.61609
C -2.30841 1.16929 -0.14218
O -1.09160 0.94473 0.16600
H -2.59721 0.92468 -1.18188

Cartesian forces (eV/Å) of the 3 atoms listed first:
Cu 0.195 -0.083 -0.107
C -0.054 0.040 0.027
C 0.215 -0.208 0.201

Computed properties:
- 2S+1 = 2
- <S²> = 0.755
- frontier orbital gap (spin up / spin down) (eV) = 7.06 / 5.00
- total charge = +1
- HOMO energy (spin up / spin down) (eV) = -9.763 / -9.728

Charges in e, computed with Löwdin, in the same order as the atoms: 0.38 -0.03 -0.22 -0.04 -0.06 -0.04 -0.23 -0.01 -0.24 0.10 -0.24 0.01 -0.24 0.01 0.11 -0.22 -0.22 -0.01 -0.04 -0.08 -0.05 -0.21 -0.02 0.08 0.09 0.07 0.11 0.11 0.12 0.09 0.07 0.08 0.09 0.10 0.10 0.10 0.09 0.10 0.08 0.08 0.09 0.12 0.11 0.12 0.08 0.09 0.07 0.03 -0.12 -0.57 0.04 0.02 0.08 0.12 0.10 0.13 0.14 1.88 -0.49 -0.14 -0.07 -0.07 -0.07 -0.14 -0.45 -0.13 -0.07 -0.06 -0.06 -0.11 0.10 0.11 0.11 0.11 0.10 0.10 0.11 0.11 0.11 0.11 -0.02 -0.55 -0.26 0.14

=====

No. 2
# C35H41AsN5P2PdSSe2Te

C35H41AsN5P2PdSSe2Te as an isolated structure (ωB97M-V/def2-TZVPD, OMol25).

CARTESIAN COORDINATES (ANGSTROEM)
Pd -1.32023 -1.18478 -3.10148
Se 1.54222 -3.07890 3.18729
P 0.54910 -1.23570 2.92235
C 1.60403 0.22886 3.15091
C 2.75200 0.15210 3.93044
C 3.51976 1.28691 4.14886
C 3.13790 2.50124 3.59447
C 1.98936 2.58239 2.81883
C 1.22384 1.44874 2.59451
C -0.78622 -1.00905 4.13510
C -0.88607 0.11954 4.93780
C -1.91720 0.22828 5.86354
C -2.84969 -0.78751 5.98808
C -2.74786 -1.92116 5.19048
C -1.71893 -2.03498 4.27372
C -0.26624 -0.99595 1.34654
C 0.12652 -0.84887 0.00465
N -1.02331 -0.78619 -0.70480
N -2.04193 -0.87917 0.12280
N -1.61608 -1.00440 1.36321
P 1.63803 -0.61177 -0.93186
Se 1.34219 -0.81839 -3.03146
C 2.97300 -1.68150 -0.32733
C 3.56831 -1.45294 0.90809
C 4.61611 -2.24963 1.34401
C 5.06827 -3.29126 0.54990
C 4.47370 -3.53008 -0.68225
C 3.43598 -2.72554 -1.12341
C 2.15364 1.10129 -0.59996
C 3.45481 1.49032 -0.31044
C 3.76638 2.84053 -0.20514
C 2.78829 3.80141 -0.40093
C 1.48783 3.41451 -0.70750
C 1.17204 2.07178 -0.80736
H 3.03985 -0.80803 4.34574
H 4.41863 1.22153 4.75035
H 3.74229 3.38521 3.76021
H 1.69456 3.52282 2.37072
H 0.33305 1.50851 1.97877
H -0.16735 0.92406 4.85209
H -1.98549 1.11378 6.48398
H -3.65668 -0.70094 6.70597
H -3.47591 -2.71772 5.28004
H -1.63498 -2.91777 3.65485
H 3.23171 -0.64241 1.53843
H 5.05609 -2.06442 2.31627
H 5.88171 -3.92080 0.89015
H 4.82579 -4.34042 -1.30899
H 2.98387 -2.88600 -2.09397
H 4.23737 0.75571 -0.18027
H 4.78385 3.13654 0.02175
H 3.03717 4.85354 -0.32645
H 0.72093 4.15989 -0.88151
H 0.17021 1.76324 -1.07981
Te -0.86610 -0.85681 -5.74157
S -3.08153 -2.85435 -2.91689
C -1.51877 -3.49857 -2.76505
N -0.91532 -3.78736 -1.57648
C 0.17328 -4.73660 -1.76004
C 0.48956 -4.52209 -3.24205
N -0.81783 -4.12992 -3.76915
H -1.48186 -3.74624 -0.74732
H -0.15742 -5.76436 -1.57003
H 1.02328 -4.51109 -1.11572
H 0.86380 -5.42216 -3.72804
H 1.21142 -3.71004 -3.36188
H -0.83015 -3.62310 -4.64631
C -1.83699 4.36302 -3.70951
C -2.89372 3.26908 -3.75128
As -2.40297 1.71703 -2.63129
C -4.18168 0.88385 -2.54780
C -4.62881 0.37737 -3.91649
C -2.40054 2.59913 -0.85036
C -3.69240 3.22696 -0.35303
H -2.09759 5.20597 -4.35491
H -0.86910 3.97992 -4.04180
H -1.70413 4.76059 -2.69911
H -2.97848 2.86977 -4.76312
H -3.87949 3.64724 -3.46465
H -4.89256 1.60851 -2.14494
H -4.08667 0.06187 -1.83895
H -4.81441 1.20354 -4.60713
H -5.55363 -0.19963 -3.83865
H -3.87164 -0.26648 -4.35901
H -1.61309 3.35723 -0.89976
H -2.05406 1.83033 -0.15680
H -4.08136 3.96674 -1.05879
H -3.53524 3.73537 0.60283
H -4.46998 2.47881 -0.19487

Cartesian forces (eV/Å) of the 3 atoms listed first:
Pd 0.532 0.696 -0.026
Se -0.030 -0.031 0.030
P -0.024 0.048 -0.019

Computed properties:
- 2S+1 = 3
- <S²> = 2.010
- frontier orbital gap (spin up / spin down) (eV) = 5.66 / 5.79
- total charge = -1
- ΔE to the lowest compared entry with this formula, charge and spin (kcal/mol) = 19.8
- HOMO energy (spin up / spin down) (eV) = -3.463 / -3.812

Charges in e, computed with Löwdin, in the same order as the atoms: -0.06 0.28 0.53 -0.38 -0.11 -0.08 -0.08 -0.08 -0.09 -0.34 -0.07 -0.09 -0.09 -0.08 -0.11 -0.44 -0.42 -0.11 -0.05 0.00 0.64 0.30 -0.33 -0.15 -0.10 -0.08 -0.08 -0.11 -0.34 -0.08 -0.09 -0.10 -0.08 -0.10 0.08 0.10 0.10 0.10 0.11 0.10 0.10 0.10 0.10 0.09 0.07 0.10 0.10 0.10 0.05 0.10 0.10 0.10 0.10 0.06 -0.04 0.55 -0.95 0.00 -0.15 -0.18 -0.01 0.12 0.11 0.10 0.11 0.05 0.02 -0.19 -0.46 1.18 -0.46 -0.21 -0.45 -0.18 0.06 0.07 0.05 0.05 0.06 0.05 0.04 0.06 0.07 -0.01 0.03 0.03 0.06 0.06 0.06